99
Properties=species:S:1:pos:R:3:forces:R:3 method="wB97M-V/def2-TZVPD" total_charge=-1 homo_ev="-4.4 / -5.3" orbital_gap_ha="0.24538 / 0.25421" fmax_ev_per_a=1.300 e_above_lowest_ev=1.096 total_energy_ha=-5327.15565 spin_multiplicity=4
Pt 0.1486 -0.9633 0.1201 0.062 0.742 0.654
O 0.3465 -3.2870 -0.3580 -0.079 -0.108 -0.016
C 0.3854 -4.1011 0.8062 0.112 0.030 0.129
C 1.7957 -4.6537 0.9218 0.115 -0.063 0.019
C 2.8450 -3.6675 0.4093 0.012 -0.088 0.051
C 3.0705 -2.4059 1.1997 0.004 0.105 -0.241
C 3.8226 -2.4173 2.3697 0.038 -0.056 0.040
C 4.2313 -1.2208 2.9299 0.012 0.027 0.094
C 3.9071 -0.0379 2.2868 0.024 0.049 -0.015
C 3.1032 -0.1049 1.1630 0.002 -0.255 -0.040
N 2.6507 -1.2575 0.6470 0.366 0.362 0.344
H -0.5362 -2.8545 -0.5034 -0.909 -0.802 -0.470
H -0.3274 -4.9276 0.7300 -0.097 0.032 -0.066
H 0.1288 -3.5141 1.6869 -0.007 -0.003 -0.041
H 1.8944 -5.5646 0.3257 -0.008 -0.020 0.009
H 1.9831 -4.9246 1.9662 0.048 -0.034 -0.052
H 2.5715 -3.3667 -0.6002 0.070 -0.024 0.008
H 3.8046 -4.1875 0.3556 0.053 0.002 0.014
H 4.1135 -3.3659 2.8068 -0.017 0.025 -0.014
H 4.8079 -1.2107 3.8481 0.001 -0.006 -0.050
H 4.2269 0.9237 2.6671 -0.011 -0.041 -0.017
H 2.7754 0.7953 0.6615 -0.103 0.024 0.007
C -0.0623 5.1296 -7.0849 -0.015 -0.049 0.069
C -0.0131 4.5452 -5.6937 -0.024 -0.020 -0.068
C 0.6411 5.1985 -4.6607 0.006 0.059 0.057
C 0.6962 4.6643 -3.3724 0.015 -0.046 0.018
C 1.4114 5.4601 -2.2985 -0.032 -0.077 -0.094
C 0.0993 3.4209 -3.1200 -0.026 -0.007 0.098
Te 0.4581 2.5241 -1.0459 0.118 -0.046 -0.379
N 0.3211 1.0807 0.6135 -0.145 0.201 0.490
C -0.0674 1.8347 1.6712 -0.316 0.059 -0.268
O -0.5268 2.9862 1.5493 0.195 -0.221 -0.158
C 0.1435 1.3690 3.1079 0.061 -0.108 -0.034
C 0.7853 0.1936 3.4821 -0.083 -0.017 0.039
C 0.9430 -0.1357 4.8247 0.010 0.009 -0.031
C 0.4753 0.7136 5.8157 -0.033 -0.010 -0.011
C -0.1537 1.9002 5.4550 0.008 0.004 -0.100
C -0.3154 2.2218 4.1148 -0.058 -0.060 0.029
C 1.4668 0.9316 -2.0409 0.165 -0.005 0.243
C 0.8160 -0.3096 -2.1292 -0.103 0.186 -0.723
C 1.4838 -1.4338 -2.6204 0.003 -0.050 -0.038
C 2.8119 -1.3330 -2.9894 0.037 0.016 0.028
C 3.4502 -0.1022 -2.9196 -0.030 0.062 0.045
C 2.7977 1.0449 -2.4542 0.049 -0.029 -0.004
C 3.5421 2.3589 -2.4512 -0.094 -0.115 -0.012
C -0.6184 2.7732 -4.1357 -0.003 0.059 -0.010
C -1.3820 1.4870 -3.9161 0.137 0.109 -0.035
C -0.6489 3.3430 -5.4087 -0.016 -0.004 0.041
H 0.5040 6.0604 -7.1435 -0.018 -0.030 0.013
H -1.0915 5.3400 -7.3871 0.037 -0.003 0.009
H 0.3556 4.4322 -7.8148 -0.009 0.027 0.009
H 1.1123 6.1600 -4.8524 -0.013 -0.048 0.002
H 1.5657 6.4887 -2.6283 0.002 -0.023 -0.022
H 2.3892 5.0294 -2.0655 -0.052 0.015 0.006
H 0.8454 5.4839 -1.3680 -0.008 0.018 -0.003
H 1.1487 -0.4882 2.7322 -0.053 -0.064 -0.069
H 1.4282 -1.0688 5.0905 -0.016 0.032 -0.019
H 0.5871 0.4480 6.8619 0.006 0.021 -0.060
H -0.5223 2.5756 6.2192 0.000 -0.031 -0.028
H -0.8091 3.1350 3.8105 0.021 -0.017 0.024
H -0.2710 -0.3579 -2.0950 0.064 0.020 0.160
H 0.9469 -2.3710 -2.7008 0.003 0.028 0.004
H 3.3502 -2.2031 -3.3478 -0.008 0.023 0.001
H 4.4874 -0.0205 -3.2291 -0.023 0.004 0.006
H 4.6066 2.2028 -2.6328 -0.033 -0.007 -0.010
H 3.4227 2.8808 -1.5011 0.005 0.003 0.043
H 3.1529 3.0200 -3.2313 0.002 -0.022 0.026
H -1.6883 1.3791 -2.8769 0.023 -0.014 0.040
H -0.7766 0.6160 -4.1797 -0.003 0.035 0.022
H -2.2791 1.4667 -4.5384 0.030 0.010 0.016
H -1.2000 2.8343 -6.1971 0.019 0.019 0.033
C -3.7025 -2.4648 -2.7142 0.023 -0.089 -0.111
Si -3.1999 -1.6490 -1.0873 -0.252 0.043 0.039
C -3.8955 0.0856 -1.0963 0.132 0.260 0.063
C -4.0909 -2.6148 0.2573 0.105 -0.165 0.180
O -1.5872 -1.7074 -0.9784 0.261 -0.090 -0.014
H -4.7956 -2.4796 -2.8264 0.168 0.005 0.000
H -3.3402 -3.5005 -2.7550 -0.063 0.136 -0.026
H -3.2762 -1.9234 -3.5678 -0.055 -0.080 0.077
H -4.9890 0.0730 -1.0286 0.059 -0.014 -0.031
H -3.6169 0.6253 -2.0080 -0.069 -0.032 0.056
H -3.5019 0.6337 -0.2318 -0.085 -0.082 -0.160
H -5.1485 -2.7670 0.0141 0.080 0.016 -0.035
H -4.0387 -2.0830 1.2104 -0.054 -0.060 -0.074
H -3.6285 -3.6015 0.3927 -0.082 0.080 -0.006
Br -3.9931 -2.8571 7.8621 0.005 0.005 -0.029
C -3.3851 -2.3234 6.1355 0.009 -0.043 0.003
C -3.4822 -0.9942 5.7669 0.007 0.061 -0.086
C -3.0366 -0.6153 4.5057 -0.111 0.086 0.135
C -2.4792 -1.5461 3.6434 0.139 -0.069 0.007
C -2.3899 -2.8760 4.0376 0.020 -0.017 0.066
C -2.8541 -3.2780 5.2834 0.020 0.034 -0.074
C -1.9471 -1.0778 2.3057 0.110 -0.151 -0.146
O -2.5063 -0.1411 1.7463 0.328 -0.059 0.195
O -0.9237 -1.7526 1.8962 -0.225 0.463 0.211
H -3.9002 -0.2664 6.4498 0.017 -0.015 -0.014
H -3.1105 0.4160 4.1811 0.022 -0.046 0.001
H -1.9513 -3.5970 3.3582 0.004 0.028 0.028
H -2.7976 -4.3135 5.5903 -0.002 0.005 0.005

98
Properties=species:S:1:pos:R:3:forces:R:3 method="wB97M-V/def2-TZVPD" total_charge=+2 homo_ev="-8.4 / -13.5" orbital_gap_ha="0.13271 / 0.19755" fmax_ev_per_a=4.968 total_energy_ha=-4167.21774 spin_multiplicity=6
P 1.3994 1.0411 -2.7532 -0.578 -0.715 -1.125
C 3.1367 1.2598 -3.0764 0.857 0.392 0.530
C 3.7317 0.6732 -4.1998 0.552 0.130 -0.303
H 3.1435 0.0217 -4.8461 0.158 0.203 0.118
C 5.0691 0.9648 -4.5154 -0.424 0.368 0.817
H 5.5154 0.5405 -5.4089 0.001 0.077 0.157
C 5.8012 1.8228 -3.6697 -0.155 -0.478 -0.628
H 6.8331 2.0644 -3.9299 -0.298 -0.055 0.136
C 5.2282 2.3533 -2.5170 -0.270 0.327 0.669
H 5.8120 3.0148 -1.8519 -0.333 -0.499 -0.492
C 3.8996 2.0660 -2.1918 0.068 -0.368 -0.793
H 3.4344 2.4461 -1.2821 0.168 0.066 -0.211
C 0.7776 -0.3316 -3.7187 0.195 0.640 0.716
C 1.3591 -1.6202 -3.5242 -0.125 -0.155 0.209
H 2.2435 -1.7147 -2.8985 -0.078 -0.028 -0.149
C 0.8080 -2.7373 -4.1394 0.139 -0.310 -0.041
H 1.2725 -3.7295 -3.9783 -0.335 0.712 -0.155
C -0.2978 -2.6095 -4.9927 0.063 -0.148 0.122
H -0.7024 -3.4824 -5.5023 0.117 0.190 0.132
C -0.8700 -1.3377 -5.2133 0.194 0.526 0.256
H -1.7118 -1.2324 -5.9092 0.409 0.013 0.334
C -0.3452 -0.2150 -4.5756 -0.502 -0.459 -0.533
H -0.7686 0.7666 -4.7766 -0.017 -0.148 0.068
C 0.4991 2.5492 -3.1618 -0.101 0.671 0.161
C 0.8081 3.1970 -4.3745 -0.472 0.123 0.204
H 1.5866 2.7926 -5.0141 -0.087 0.069 0.017
C 0.0901 4.3398 -4.7618 0.277 -0.449 0.111
H 0.3192 4.8082 -5.7278 -0.174 -0.154 0.531
C -0.8977 4.8497 -3.9208 -0.303 0.298 0.048
H -1.4681 5.7358 -4.2303 0.314 -0.424 0.156
C -1.1721 4.2626 -2.6783 0.508 -0.700 0.004
H -1.9271 4.6779 -2.0055 0.297 -0.073 -0.314
C -0.4613 3.1091 -2.2915 -0.022 0.459 -0.498
H -0.6249 2.6710 -1.3050 -0.002 0.074 -0.225
Ir 0.3255 -0.5055 1.4621 -1.479 0.288 2.581
C -1.4956 -1.5115 1.0495 -2.635 -2.337 0.449
C -2.0947 -1.5525 -0.1464 -0.642 0.067 -0.444
H -1.9110 -2.0181 1.9381 -0.225 0.066 -0.531
C -1.3708 -0.7866 -1.2273 1.257 0.896 -0.978
O -2.1473 0.3795 -1.6273 0.489 -0.141 -0.153
H -1.5654 1.0071 -2.1359 -0.544 -0.980 0.374
C -0.1723 -0.2884 -0.5028 4.477 2.092 -0.505
H -1.0124 -1.3788 -2.1325 -0.579 0.465 0.941
C 1.0088 0.3154 -0.1527 -2.349 0.153 -2.821
Cl -0.0883 -1.2975 3.6108 -0.382 -0.457 1.473
Cl 2.5342 0.2998 2.3938 1.143 0.377 0.216
P 1.4773 -2.4509 1.3684 1.286 -2.274 0.092
C 2.4262 -2.8840 2.8712 -0.096 0.121 -0.070
H 1.7415 -3.2099 3.6602 0.230 0.004 -0.227
H 2.9612 -1.9893 3.2090 -0.119 -0.349 -0.045
H 3.1420 -3.6741 2.6225 -0.159 0.054 0.000
C 0.5005 -3.9528 1.0099 -0.039 0.037 -0.046
H 0.0065 -3.8576 0.0354 0.112 0.033 0.173
H -0.2651 -4.1040 1.7813 0.221 0.083 -0.118
H 1.1641 -4.8286 0.9850 -0.126 0.262 0.052
C 2.7290 -2.4014 0.0589 0.078 -0.162 -0.066
H 3.2277 -1.4274 0.0772 0.022 -0.200 -0.011
H 2.2541 -2.5595 -0.9149 0.089 0.050 0.156
H 3.4562 -3.2011 0.2528 -0.124 0.222 -0.183
P -3.6658 -2.3013 -0.6495 1.602 0.989 0.453
C -4.2271 -3.3235 0.6866 -0.512 -0.411 0.051
C -3.3419 -3.2586 -2.1268 -0.293 -0.348 -0.132
H -4.3595 -2.7187 1.5958 0.026 -0.208 -0.326
H -3.5101 -4.1357 0.8765 -0.241 0.280 -0.067
H -5.1932 -3.7458 0.3688 0.223 -0.021 0.354
H -2.9327 -2.6344 -2.9320 -0.149 -0.050 0.230
H -4.2963 -3.6974 -2.4472 0.268 0.016 -0.118
H -2.6303 -4.0656 -1.9045 -0.195 0.219 -0.015
C -4.8285 -0.9860 -0.9984 -0.504 -0.093 -0.075
H -5.0539 -0.4414 -0.0692 0.068 -0.211 -0.274
H -5.7459 -1.4566 -1.3836 0.133 0.336 0.069
H -4.4058 -0.2799 -1.7288 -0.114 -0.381 0.235
H 1.7300 0.9033 0.4405 0.392 0.054 -1.489
N -0.7097 1.1951 1.8685 -0.421 0.121 -0.222
S -0.7345 2.1515 3.1804 -0.415 0.745 0.884
C 0.7094 1.9864 4.2080 0.401 -0.333 0.516
C 0.7897 1.0963 5.2893 0.224 0.106 -0.095
C 1.9454 1.0663 6.0773 -0.769 -0.286 -0.026
C 3.0029 1.9132 5.7990 0.604 0.587 -0.204
C 2.9256 2.8258 4.7357 -0.532 -0.369 0.063
C 1.7708 2.8627 3.9507 0.004 0.178 -0.284
C -2.0463 1.5283 4.2109 -1.006 -0.191 0.820
C -2.9852 0.6177 3.7127 0.453 -0.020 -0.001
C -3.9449 0.0733 4.5674 -0.016 0.359 0.158
C -4.0390 0.5181 5.8927 0.186 0.012 -0.227
C -3.1677 1.5100 6.3604 -0.124 -0.079 -0.185
C -2.1819 2.0218 5.5204 0.245 0.004 -0.341
H -1.4083 1.5033 1.1819 0.464 0.243 0.291
H -0.0235 0.4149 5.4903 0.080 0.123 0.113
H 1.9880 0.3632 6.9177 0.038 0.338 -0.406
H 3.9111 1.8840 6.4176 -0.490 0.006 -0.319
H 3.7455 3.4988 4.5090 -0.105 -0.104 0.086
H 1.6799 3.5570 3.1138 0.153 -0.080 0.246
H -2.9360 0.3181 2.6660 0.058 -0.138 0.294
H -4.6280 -0.6920 4.1901 0.185 0.331 0.153
H -4.8013 0.1057 6.5560 0.265 0.109 -0.210
H -3.2551 1.8853 7.3830 0.031 -0.131 -0.393
H -1.4992 2.7974 5.8692 -0.165 -0.248 0.058

100
Properties=species:S:1:pos:R:3:forces:R:3 method="wB97M-V/def2-TZVPD" homo_ev=-9.3 orbital_gap_ha=0.35276 smiles="O=C1OCCO1.c1ccncc1.c1ccncc1.c1ccncc1.c1ccncc1.c1ccncc1.c1ccncc1.CCCC#N.CCCC#N" fmax_ev_per_a=1.717 e_above_lowest_ev=0.000 total_energy_ha=-2254.81032
O 0.1841 -0.8078 5.6169 0.452 -0.065 0.183
C 1.1438 -0.9706 4.9351 -1.014 0.387 -1.263
O 1.4871 -2.1395 4.3571 0.405 -0.885 0.736
C 2.7541 -2.0385 3.7070 0.012 0.319 -0.534
C 3.1018 -0.5485 3.8869 0.425 -0.232 -0.657
O 1.8974 0.0144 4.3913 0.404 0.246 0.899
H 3.4975 -2.7126 4.1295 -0.182 0.048 0.375
H 2.6286 -2.3454 2.6675 -0.099 0.232 -0.053
H 3.3594 -0.0474 2.9565 -0.090 -0.102 -0.066
H 3.9431 -0.4151 4.5685 -0.237 0.106 0.257
C -1.8449 6.0100 -0.3776 0.315 -0.135 -0.377
C -2.9694 6.7430 -0.0129 0.750 -0.242 -0.411
C -3.5184 6.4797 1.2261 -0.378 -0.147 0.316
N -2.9918 5.6126 2.0947 0.085 0.126 -0.178
C -1.9145 4.9297 1.7176 -0.352 -0.214 0.197
C -1.3387 5.0344 0.4564 -0.084 0.070 0.672
H -1.3301 6.1948 -1.3142 -0.258 0.019 -0.109
H -3.3156 7.4654 -0.7382 -0.437 0.156 0.346
H -4.4377 6.9324 1.5781 0.030 0.288 -0.184
H -1.5403 4.2601 2.4855 0.202 -0.124 -0.204
H -0.5056 4.3966 0.1975 0.073 0.130 -0.115
C 0.2810 2.0777 -5.6336 -0.607 0.037 -0.078
C -0.9753 1.5184 -5.8246 0.224 -0.483 -0.092
C -1.2166 0.8199 -7.0024 -0.335 0.268 0.156
N -0.3624 0.7434 -8.0148 0.178 -0.212 0.021
C 0.8353 1.2950 -7.8265 -0.250 0.279 -0.148
C 1.1914 1.9728 -6.6719 0.540 -0.437 0.400
H 0.5091 2.5526 -4.6902 0.236 0.019 -0.050
H -1.7344 1.4959 -5.0544 0.048 0.192 0.072
H -2.1645 0.3032 -7.1149 0.008 0.033 -0.162
H 1.5320 1.2145 -8.6536 0.043 -0.054 0.034
H 2.2255 2.2573 -6.5204 -0.087 0.334 -0.152
C -4.6970 1.2536 0.0036 -0.138 -0.191 -0.697
C -5.1607 -0.0470 -0.1180 -0.032 0.210 0.355
C -4.4361 -0.9443 -0.8837 0.859 -0.686 0.935
N -3.3127 -0.6404 -1.5363 -0.776 0.606 -0.140
C -2.9724 0.6555 -1.5247 0.413 -0.209 -0.521
C -3.5788 1.6230 -0.7420 -0.767 0.068 0.574
H -5.2542 1.9903 0.5668 0.156 -0.026 0.213
H -6.0202 -0.3844 0.4469 -0.069 -0.004 -0.132
H -4.6454 -2.0070 -0.7834 -0.247 0.047 -0.439
H -2.1859 0.8872 -2.2369 0.267 0.255 0.352
H -3.2737 2.6566 -0.6369 0.420 -0.083 -0.474
C 1.9657 5.6507 3.0791 -0.438 -0.104 0.534
C 1.7636 5.8623 1.7207 -0.554 -0.716 0.777
C 2.1566 4.8341 0.8747 0.807 -0.271 -0.596
N 2.6995 3.6829 1.2867 -0.272 0.332 0.392
C 2.8181 3.5017 2.6023 0.757 -0.127 -0.129
C 2.5215 4.4689 3.5499 -0.557 -0.201 -0.534
H 1.5574 6.3341 3.8157 0.164 0.241 -0.169
H 1.0772 6.6531 1.4517 0.516 0.290 -0.519
H 2.1576 4.8874 -0.2108 -0.519 0.379 0.044
H 3.2595 2.5483 2.8808 -0.204 -0.004 0.181
H 2.5375 4.2303 4.6035 0.297 0.131 0.044
C -1.2625 -3.2639 2.7683 -0.153 0.231 -0.971
C -2.4087 -2.7162 2.2079 -0.233 0.247 0.737
C -3.5651 -3.4912 2.1499 0.401 -0.103 0.386
N -3.5651 -4.7639 2.5315 -0.188 -0.490 -0.301
C -2.4257 -5.3220 2.9394 -0.436 0.440 0.663
C -1.2632 -4.5983 3.1261 0.461 -0.258 -0.192
H -0.3910 -2.6226 2.7558 0.201 -0.266 0.523
H -2.3755 -1.6561 1.9872 -0.354 -0.073 -0.360
H -4.5385 -3.1199 1.8539 0.131 0.279 -0.190
H -2.4834 -6.3547 3.2643 0.010 -0.076 -0.205
H -0.3837 -5.1081 3.4987 0.039 0.167 0.074
C -2.2301 -4.7801 -0.7601 0.538 -0.830 0.061
C -1.1990 -3.8480 -0.8122 -0.068 -0.556 -0.329
C -0.6749 -3.5611 -2.0716 -1.312 0.977 0.138
N -1.2212 -4.0286 -3.1922 0.584 -0.086 -0.532
C -2.2006 -4.9128 -3.1289 -0.095 -0.582 0.267
C -2.7092 -5.3640 -1.9218 -0.176 0.494 0.400
H -2.5516 -5.2241 0.1730 -0.192 0.513 0.179
H -0.8508 -3.4324 0.1206 0.312 0.181 -0.156
H 0.0152 -2.7413 -2.2438 0.420 -0.268 0.240
H -2.5660 -5.3439 -4.0555 0.029 0.256 -0.118
H -3.4982 -6.0978 -1.8256 0.044 -0.089 -0.346
C 4.8962 -4.7273 0.1875 -0.361 0.277 -0.274
C 5.5782 -3.8551 -0.8645 0.066 -0.096 0.506
C 4.8060 -2.5798 -1.1817 -0.052 0.566 -0.348
C 4.7467 -1.6512 -0.0450 -0.100 -0.188 0.025
N 4.7491 -0.9085 0.8313 -0.131 -0.091 0.080
H 4.8426 -4.2101 1.1465 0.034 -0.106 0.057
H 5.4027 -5.6822 0.3055 0.110 0.046 0.106
H 3.8743 -4.9405 -0.1399 0.000 -0.059 0.117
H 5.7005 -4.4509 -1.7677 0.148 0.230 -0.137
H 6.5512 -3.5308 -0.4884 0.154 -0.276 -0.226
H 3.7987 -2.7694 -1.5592 -0.066 -0.103 0.211
H 5.2922 -1.9944 -1.9681 0.103 -0.220 -0.078
C -0.4534 1.3252 1.0472 0.063 -0.127 -0.374
C 0.8417 0.5381 0.8658 1.208 0.426 1.143
C 1.0964 -0.1935 -0.4401 -0.411 -0.655 -0.258
C 1.2662 0.7159 -1.5751 -0.479 -0.189 0.040
N 1.4136 1.4283 -2.4618 0.022 0.143 -0.051
H -1.2165 0.6374 1.4118 -0.311 0.216 -0.198
H -0.7874 1.8170 0.1321 -0.053 -0.196 -0.085
H -0.3427 2.1258 1.7788 0.182 -0.161 0.163
H 0.8944 -0.1636 1.7058 0.015 -0.273 -0.239
H 1.7142 1.1772 1.0400 -0.169 0.219 -0.121
H 0.3028 -0.9326 -0.5993 -0.229 0.372 -0.482
H 1.9933 -0.8194 -0.4582 0.186 0.248 0.572